Record 1
Entry from OMol25: an isolated molecule of C3H8N3P (wB97M-V/def2-TZVPD).

- 2S+1 = 1
- F_max (hartree/bohr) = 0.05077
- frontier orbital gap (spin up / spin down) (eV) = 7.5 / 6.7
- lowest unoccupied orbital energy (spin up / spin down) (hartree) = -0.00111 / -0.00607
- calculated total energy (a.u.) = -624.56155

Last column: Löwdin charge in e.
Geometry (Å):
C 0.463 0.496 0.250  -0.5352
C 1.560 -0.048 1.143  -0.0870
C -1.141 0.026 -1.406  -0.0782
N -0.523 1.245 1.100  -0.4018
N -0.077 -1.707 0.027  0.0996
N -0.109 -0.516 -0.517  -0.3084
P -1.990 1.641 1.063  0.7522
H 0.831 1.250 -0.358  0.1060
H 2.110 0.720 1.729  0.0739
H 2.368 -0.588 0.537  0.0987
H 0.926 -0.693 1.886  0.1003
H -1.986 0.327 -0.740  -0.0396
H -0.465 0.803 -1.929  0.1281
H -1.560 -0.673 -2.088  0.0683
H -0.406 -2.282 -0.698  0.0233


Record 2
Entry from OMol25: the ion C3H8N3S with charge +1 (wB97M-V/def2-TZVPD).

- 2S+1 = 1
- total charge = +1
- F_max (hartree/bohr) = 0.09724
- frontier orbital gap (eV) = 9.7
- lowest unoccupied orbital energy (hartree) = -0.13972
- calculated total energy (a.u.) = -681.26419

Last column: Löwdin charge in e.
Geometry (Å):
C -0.477 -1.747 -0.171  -0.5210
C 0.595 0.115 -1.167  -0.1607
C -0.394 0.888 -0.279  -0.6643
N 0.491 -1.352 -0.801  0.0711
N -0.839 -2.976 0.177  0.1121
N 0.230 1.397 1.013  0.1073
S -1.847 -0.090 0.107  0.8433
H 0.099 0.194 -2.151  0.1281
H 1.532 0.618 -1.338  0.1172
H -0.684 1.834 -0.804  0.1289
H -0.664 -3.702 -0.505  0.1241
H -1.798 -3.024 0.655  0.1469
H 0.153 0.754 1.886  0.1849
H -0.344 2.156 1.548  0.2091
H 1.264 1.477 1.087  0.1731